# 1
A structure of composition C35H34N6ReSSe2Si2 at a distorted geometry, computed with ωB97M-V/def2-TZVPD.

Output
- LUMO (alpha / beta): -1.376 / -1.756 eV
- Gap between HOMO and LUMO (alpha / beta): 0.202 / 0.201 hartree
- ΔE to the lowest compared entry with this formula, charge and spin: 2.046 eV
- Highest occupied orbital energy (alpha / beta): -6.868 / -7.215 eV

Structure (ORCA input):
```
! wB97M-V def2-TZVPD RIJCOSX def2/J DEFGRID3
* xyz 0 4
Re -0.1059 -0.0814 0.0003
C -2.1143 -2.4206 2.2048
Si -0.5309 -2.3700 1.1177
C 0.6783 -2.9817 2.4404
C -1.0580 -3.5259 -0.2848
C -1.1948 -4.8879 -0.0169
C -1.5161 -5.7879 -1.0244
C -1.7071 -5.3327 -2.3191
C -1.5625 -3.9808 -2.5994
C -1.2355 -3.0662 -1.5975
Si -0.9036 -1.2695 -2.0716
C -2.4866 -0.6540 -2.9408
C 0.3547 -1.2073 -3.4857
H -2.2269 -3.4460 2.5677
H -3.0294 -2.1686 1.6648
H -2.0508 -1.7787 3.0887
H 0.1451 -3.6876 3.0835
H 1.0158 -2.1574 3.0701
H 1.5477 -3.4904 2.0305
H -1.0198 -5.2621 0.9879
H -1.6009 -6.8445 -0.8028
H -1.9454 -6.0288 -3.1137
H -1.6832 -3.6400 -3.6242
H -2.4820 -1.0691 -3.9517
H -2.5296 0.4347 -3.0368
H -3.4069 -0.9952 -2.4627
H -0.1043 -1.6501 -4.3726
H 1.2549 -1.7814 -3.2602
H 0.6392 -0.1811 -3.7378
Se 0.5881 2.4883 2.0920
Se -0.5355 0.8666 3.3278
C -2.0714 0.6634 2.2126
C -3.2924 0.9453 2.8121
C -4.4652 0.7098 2.1267
C -4.3616 0.2023 0.8387
C -3.1198 -0.0425 0.3082
N -1.9575 0.1698 0.9660
C 2.2559 1.5487 1.9116
C 3.4251 2.1092 2.3989
C 4.5954 1.3757 2.2797
C 4.5437 0.1290 1.6848
C 3.3263 -0.3389 1.2122
N 2.1948 0.3637 1.3192
H -3.2951 1.3591 3.8105
H -5.4267 0.9227 2.5735
H -5.2408 -0.0047 0.2452
H -3.0271 -0.4551 -0.6813
H 3.4026 3.0876 2.8587
H 5.5291 1.7763 2.6524
H 5.4290 -0.4828 1.5846
H 3.2348 -1.2918 0.7135
N 5.5939 -1.2504 -3.1849
C 4.7478 -0.5898 -2.7772
C 3.7232 0.2803 -2.2703
C 3.7954 1.6544 -2.4784
C 2.7994 2.4381 -1.9288
C 1.7815 1.8364 -1.2179
N 1.6710 0.5041 -1.0637
C 2.6471 -0.2580 -1.5800
H 4.6110 2.0783 -3.0483
H 2.8063 3.5132 -2.0390
H 1.0308 2.4482 -0.7422
H 2.5464 -1.3252 -1.4235
C -1.3677 2.3273 -1.0732
C -1.1707 3.4155 -0.1993
C -2.0030 3.6024 0.9408
C -1.7598 4.5877 1.8670
C -0.6934 5.4826 1.7016
C 0.0977 5.3707 0.5535
C -0.1356 4.3775 -0.3710
C -0.4426 6.5075 2.6639
N -0.2303 7.3319 3.4397
H -0.8504 2.2998 -2.0275
H -2.3083 1.7979 -1.0320
H -2.8700 2.9628 1.0457
H -2.4004 4.6907 2.7349
H 0.8959 6.0854 0.3947
H 0.4455 4.3591 -1.2870
S 2.6189 -5.0375 -1.2817
C 1.9981 -3.6495 -0.7546
N 1.5492 -2.6304 -0.3625
*
```


# 2
A structure of composition C35H34N7O2PPdS3 at a distorted geometry, computed with ωB97M-V/def2-TZVPD.

Output
- LUMO (alpha / beta): -1.237 / -1.445 eV
- Gap between HOMO and LUMO (alpha / beta): 0.250 / 0.245 hartree
- ΔE to the lowest compared entry with this formula, charge and spin: 0.931 eV
- Highest occupied orbital energy (alpha / beta): -8.046 / -8.120 eV

Structure (ORCA input):
```
! wB97M-V def2-TZVPD RIJCOSX def2/J DEFGRID3
* xyz 0 1
Pd 0.2204 -0.0844 1.4504
O -0.8800 -1.2554 5.3143
C -0.6532 -1.1081 4.1250
O 0.1089 -0.2297 3.5893
C -1.3479 -2.0786 3.1537
C -2.0333 -3.1905 3.6818
C -2.6271 -4.0664 2.8218
C -2.5667 -3.8258 1.4299
C -3.1584 -4.6838 0.4759
C -3.0841 -4.3890 -0.8563
C -2.4288 -3.2200 -1.2936
C -1.8454 -2.3723 -0.3955
C -1.8869 -2.6652 0.9844
N -1.2742 -1.8289 1.8678
H -2.0507 -3.2951 4.7566
H -3.1510 -4.9437 3.1828
H -3.6678 -5.5732 0.8268
H -3.5361 -5.0525 -1.5823
H -2.3846 -2.9971 -2.3515
H -1.3409 -1.4670 -0.7119
C -0.6993 2.9020 1.6723
N -1.4075 1.6030 1.7174
C -2.3854 1.5752 0.6047
N -3.3296 2.6809 0.6984
C -2.5809 3.9374 0.6734
N -1.6229 4.0224 1.7825
C -2.3610 3.8956 3.0416
N -3.1059 2.6366 3.1097
C -2.1600 1.5353 2.9926
C -4.0328 2.5873 1.9771
H -0.1801 2.9760 0.7147
H 0.0185 2.9362 2.4947
H -2.9333 0.6309 0.6484
H -1.8514 1.6315 -0.3402
H -3.2824 4.7702 0.7497
H -2.0426 4.0153 -0.2733
H -3.0605 4.7288 3.1297
H -1.6571 3.9383 3.8753
H -2.7008 0.5869 3.0312
H -1.4545 1.5706 3.8217
H -4.7400 3.4152 2.0588
H -4.5869 1.6467 2.0108
S -0.8446 1.6850 -2.6126
P 0.4526 0.2228 -2.4664
S 1.2149 -0.2504 -0.6282
C 1.9505 0.5618 -3.4572
C 1.7799 0.6283 -4.8382
C 2.8592 0.9159 -5.6559
C 4.1106 1.1421 -5.0977
C 4.2790 1.0849 -3.7231
C 3.2008 0.7955 -2.8978
C -0.1576 -1.3331 -3.2102
C 0.5296 -2.5231 -2.9849
C 0.0931 -3.6937 -3.5831
C -1.0219 -3.6782 -4.4120
C -1.7064 -2.4931 -4.6347
C -1.2793 -1.3180 -4.0291
H 0.7969 0.4617 -5.2632
H 2.7240 0.9645 -6.7288
H 4.9539 1.3677 -5.7382
H 5.2542 1.2659 -3.2886
H 3.3289 0.7563 -1.8240
H 1.3968 -2.5267 -2.3366
H 0.6220 -4.6214 -3.4047
H -1.3562 -4.5935 -4.8841
H -2.5775 -2.4830 -5.2781
H -1.8110 -0.3862 -4.1818
N 2.5822 -2.0448 2.7925
C 3.1844 -0.8984 2.4216
N 2.5512 0.1307 1.9531
C 3.4131 1.1452 1.5746
C 3.0431 2.3462 0.9817
C 4.0245 3.2614 0.6481
C 5.3686 2.9890 0.8990
C 5.7559 1.7908 1.4752
C 4.7695 0.8729 1.7994
S 4.9335 -0.7241 2.4932
H 1.5794 -2.0024 2.8777
H 3.0854 -2.7335 3.3198
H 1.9967 2.5234 0.7790
H 3.7447 4.1974 0.1829
H 6.1199 3.7232 0.6394
H 6.7997 1.5750 1.6617
*
```


# 3
A structure of composition C35H35Cl3N4O3RhSi, computed with ωB97M-V/def2-TZVPD.

Output
- LUMO (alpha / beta): 2.480 / 2.475 eV
- Gap between HOMO and LUMO (alpha / beta): 0.193 / 0.226 hartree
- ΔE to the lowest compared entry with this formula, charge and spin: 0.695 eV
- Highest occupied orbital energy (alpha / beta): -2.771 / -3.666 eV

Structure (ORCA input):
```
! wB97M-V def2-TZVPD RIJCOSX def2/J DEFGRID3
* xyz -1 1
Rh 0.2802 1.4134 1.1478
O 1.3863 -0.5641 4.5746
C 1.2702 0.1304 3.5651
O 0.3005 0.8435 3.1917
C 2.4901 0.2053 2.6324
C 3.6463 -0.5472 2.9719
C 4.7530 -0.4487 2.2058
C 4.7580 0.4635 1.1262
C 5.9082 0.7030 0.3302
C 5.8951 1.6631 -0.6310
C 4.7228 2.4341 -0.8443
C 3.5978 2.1929 -0.1224
C 3.5773 1.1883 0.8689
N 2.4228 0.9916 1.5917
H 3.5728 -1.1906 3.8374
H 5.6428 -1.0341 2.4177
H 6.8036 0.1205 0.5194
H 6.7800 1.8462 -1.2272
H 4.7141 3.2087 -1.5990
H 2.6967 2.7736 -0.2582
C 0.2350 -3.2881 -3.1853
C -1.2142 -2.9494 -3.4055
C -1.8415 -3.2226 -4.6165
C -3.1653 -2.8770 -4.8452
C -3.8925 -2.2572 -3.8405
C -3.2924 -2.0045 -2.6148
C -1.9627 -2.3333 -2.3957
N -1.3662 -2.0698 -1.1347
C -0.8766 -0.8062 -0.7705
N -1.4689 0.2395 -1.4318
C -1.3210 1.6172 -1.1604
C 0.0079 2.1198 -0.9186
C 0.0792 3.4725 -0.4377
C -1.0750 4.2554 -0.3515
C -2.2962 3.7533 -0.7369
C -2.4369 2.4031 -1.1116
C -3.7967 1.7959 -1.3186
N 0.0657 -0.6567 0.0813
C 0.6238 -1.7775 0.7374
C 1.8960 -2.2130 0.3649
C 2.5225 -3.2535 1.0370
C 1.8858 -3.8585 2.1122
C 0.6283 -3.4105 2.4955
C -0.0279 -2.3769 1.8283
C -1.3769 -1.8946 2.2857
H 0.7083 -3.5691 -4.1266
H 0.3541 -4.1248 -2.4898
H 0.7837 -2.4427 -2.7655
H -1.2658 -3.6963 -5.4055
H -3.6221 -3.0844 -5.8057
H -4.9288 -1.9868 -3.9972
H -3.8692 -1.5742 -1.8020
H -0.7287 -2.7844 -0.8104
H -2.2715 -0.0070 -1.9847
H 1.0426 3.9452 -0.3121
H -0.9961 5.2792 -0.0058
H -3.1816 4.3769 -0.6736
H -4.5791 2.5318 -1.1294
H -3.9450 0.9635 -0.6247
H -3.9350 1.4271 -2.3430
H 2.4001 -1.6979 -0.4444
H 3.5168 -3.5666 0.7371
H 2.3716 -4.6555 2.6630
H 0.1423 -3.8518 3.3585
H -1.5019 -2.0958 3.3507
H -2.1784 -2.4067 1.7427
H -1.4983 -0.8233 2.1069
Cl 2.2150 3.3649 -2.8981
Si 1.0790 1.7105 -2.3625
Cl 2.3808 0.1166 -2.3410
Cl -0.0549 1.3776 -4.0793
C -3.7995 1.3657 2.4811
C -2.3010 1.6162 2.5896
C -2.0326 3.0574 3.0084
O -1.7405 1.2971 1.3417
H -4.2447 2.0463 1.7457
H -4.2983 1.5209 3.4446
H -3.9845 0.3387 2.1516
H -1.9103 0.9782 3.3893
H -0.9552 3.2342 3.0429
H -2.4528 3.2684 3.9988
H -2.4705 3.7503 2.2833
*
```


# 4
A structure of composition C35H35GeN3O11P2SiTc at a distorted geometry, computed with ωB97M-V/def2-TZVPD.

Output
- LUMO: 1.108 eV
- Gap between HOMO and LUMO: 0.233 hartree
- ΔE to the lowest compared entry with this formula, charge and spin: 0.000 eV
- Highest occupied orbital energy: -5.245 eV

Structure (ORCA input):
```
! wB97M-V def2-TZVPD RIJCOSX def2/J DEFGRID3
* xyz -1 1
Tc -0.2354 -0.1593 1.0624
O -0.9760 2.2369 7.8803
C -1.7724 1.4780 7.3052
O -2.8648 1.0132 7.6645
C -1.3296 1.0535 5.8849
C 0.0119 0.9684 5.5368
C 0.3764 0.6374 4.2427
N -0.5235 0.4177 3.2922
C -1.8167 0.4507 3.6262
C -2.2646 0.7547 4.8956
C -2.7573 0.0718 2.5215
O -3.9634 0.0712 2.6317
O -2.1977 -0.2503 1.3646
H 0.7610 1.1814 6.2870
H 1.4162 0.5617 3.9455
H -3.3200 0.7501 5.1283
O 3.1722 -2.5737 1.0619
P 2.5022 -1.7587 2.2422
O 3.4701 -1.2537 3.2103
O 1.5921 -0.6834 1.5972
O 1.4307 -2.7949 2.8645
P 0.2051 -3.2213 1.9032
O -0.5481 -4.3316 2.7475
O 0.7386 -3.7300 0.6134
O -0.7174 -2.0268 1.8790
H 2.4798 -3.0896 0.5916
H -0.3327 -5.2071 2.4131
C -3.5212 1.4220 -0.3917
C -2.4117 2.2616 0.1566
C -2.5924 3.5968 0.4415
C -1.5281 4.3560 0.9495
C -0.2957 3.7964 1.1442
C -0.1557 2.4356 0.8082
N -1.1834 1.7199 0.3147
N 0.8821 1.6044 0.9491
Si 2.5680 2.1058 0.9123
C 3.1630 2.7061 2.5824
C 3.7333 0.7957 0.2643
C 2.6232 3.5179 -0.3432
H -4.2434 2.0556 -0.9064
H -4.0281 0.8876 0.4102
H -3.1311 0.6812 -1.0871
H -3.5594 4.0454 0.2674
H -1.6896 5.3953 1.2071
H 0.5234 4.3460 1.5804
H 3.1777 1.8897 3.3057
H 2.5442 3.5064 2.9923
H 4.1857 3.0791 2.4931
H 4.0643 0.1088 1.0395
H 4.6138 1.3019 -0.1399
H 3.2799 0.2109 -0.5369
H 2.3080 4.4806 0.0584
H 1.9838 3.2918 -1.1996
H 3.6433 3.6349 -0.7128
C -0.1571 -0.6513 -0.5153
Ge -0.1223 -1.2242 -2.3923
C 0.4116 0.3924 -3.3371
C -0.5288 1.4148 -3.4634
C -0.2083 2.5958 -4.1157
C 1.0617 2.7675 -4.6494
C 2.0050 1.7587 -4.5295
C 1.6800 0.5766 -3.8787
C 1.0835 -2.7317 -2.5469
C 0.5629 -3.9878 -2.8407
C 1.3962 -5.0939 -2.9166
C 2.7561 -4.9545 -2.6892
C 3.2836 -3.7096 -2.3801
C 2.4500 -2.6044 -2.3098
C -1.9659 -1.6951 -2.7778
C -2.8817 -1.8819 -1.7457
C -4.1957 -2.2318 -2.0279
C -4.6006 -2.4010 -3.3430
C -3.6951 -2.2184 -4.3791
C -2.3844 -1.8661 -4.0967
H -1.5201 1.2958 -3.0384
H -0.9492 3.3794 -4.2082
H 1.3149 3.6884 -5.1594
H 2.9977 1.8917 -4.9403
H 2.4280 -0.2036 -3.7993
H -0.5021 -4.1112 -2.9993
H 0.9786 -6.0680 -3.1364
H 3.4047 -5.8200 -2.7365
H 4.3393 -3.5989 -2.1710
H 2.8746 -1.6503 -2.0195
H -2.5841 -1.7513 -0.7094
H -4.8986 -2.3672 -1.2167
H -5.6248 -2.6753 -3.5626
H -4.0120 -2.3461 -5.4061
H -1.6877 -1.7172 -4.9149
*
```


# 5
A structure of composition C35H35IrN8O9S3, computed with ωB97M-V/def2-TZVPD.

Output
- LUMO: -6.304 eV
- Gap between HOMO and LUMO: 0.280 hartree
- ΔE to the lowest compared entry with this formula, charge and spin: 0.108 eV
- Highest occupied orbital energy: -13.914 eV

Structure (ORCA input):
```
! wB97M-V def2-TZVPD RIJCOSX def2/J DEFGRID3
* xyz 2 1
Ir -0.8026 0.0490 -0.0941
O -1.2339 1.6080 1.4295
C -1.7826 1.2667 2.7326
C -0.6795 0.9294 3.7090
C 0.3368 -0.0301 3.0960
C -0.2549 -1.3269 2.6294
C -0.3030 -2.3817 3.5324
C -0.8129 -3.6135 3.1672
C -1.2640 -3.7709 1.8691
C -1.1986 -2.6923 1.0165
N -0.7340 -1.4746 1.3671
H -0.7008 2.4083 1.5072
H -2.4264 0.4103 2.5384
H -2.4044 2.0910 3.0786
H -1.1400 0.4994 4.6019
H -0.1541 1.8320 4.0301
H 1.1060 -0.2439 3.8379
H 0.8365 0.4616 2.2668
H 0.0818 -2.2195 4.5303
H -0.8473 -4.4301 3.8757
H -1.6750 -4.7002 1.5008
H -1.5708 -2.7832 0.0155
O -5.6572 4.4455 -3.8199
N -4.5006 4.1171 -3.9099
O -3.7170 4.5113 -4.7475
C -4.0107 3.1079 -2.9348
C -4.9625 2.4085 -2.2882
C -4.6193 1.3885 -1.3494
C -5.5743 0.6023 -0.6774
C -5.1435 -0.3562 0.1967
C -3.7729 -0.5375 0.3933
N -2.8573 0.1930 -0.2205
C -3.2732 1.1482 -1.0917
C -2.2619 1.9037 -1.7775
N -0.9727 1.5828 -1.4795
C 0.0064 2.1944 -2.1241
C -0.2390 3.1988 -3.0545
C -1.5288 3.5562 -3.3516
C -2.5988 2.8862 -2.7212
H -6.0020 2.6259 -2.4927
H -6.6298 0.7586 -0.8597
H -5.8377 -0.9956 0.7226
H -3.4213 -1.3028 1.0681
H 1.0124 1.8601 -1.9119
H 0.5932 3.6816 -3.5460
H -1.7272 4.3293 -4.0746
O -4.9077 -3.7706 -2.4376
S -3.6224 -4.0524 -1.8880
O -3.5019 -4.8376 -0.6930
N -2.8379 -2.6025 -1.5724
C -1.7320 -2.5322 -2.2194
S -0.5954 -1.2273 -2.0599
C -1.4420 -3.6410 -3.1655
C -0.3636 -3.8280 -4.0128
C -0.3475 -4.9708 -4.8036
C -1.3763 -5.9043 -4.7375
C -2.4547 -5.7265 -3.8752
C -2.4589 -4.5841 -3.1075
H 0.4405 -3.1057 -4.0640
H 0.4783 -5.1389 -5.4811
H -1.3369 -6.7853 -5.3636
H -3.2530 -6.4535 -3.8147
C 7.2467 3.3656 2.8251
C 6.0880 3.1686 3.7878
S 4.5677 2.7675 2.9723
O 4.3353 3.7269 1.9167
O 3.5323 2.5569 3.9558
C 4.8328 1.1497 2.1896
C 4.6401 1.1609 0.6723
N 3.4221 0.4127 0.3028
C 2.1785 0.9296 0.2871
N 1.2837 -0.0250 -0.0042
C 1.9824 -1.1864 -0.2064
C 3.2941 -0.9218 -0.0092
N 4.3706 -1.8829 -0.0194
O 4.0936 -2.9762 -0.4496
O 5.4427 -1.5291 0.4301
C 1.8564 2.3444 0.6025
H 8.1101 3.7337 3.3763
H 6.9952 4.0960 2.0585
H 7.5418 2.4317 2.3452
H 5.8407 4.0821 4.3336
H 6.2568 2.3783 4.5211
H 4.0801 0.5219 2.6652
H 5.8063 0.7598 2.4824
H 5.4807 0.7037 0.1670
H 4.5174 2.1771 0.3046
H 1.5133 -2.1212 -0.4543
H 2.5708 3.0362 0.1621
H 1.8821 2.5277 1.6803
H 0.8684 2.5756 0.2143
*
```